{
  "formula": "FeH26O21S2",
  "method": "the ωB97M-V functional and the def2-TZVPD basis",
  "s_squared": 8.77,
  "homo_ha": [-0.233, -0.233],
  "charge": -1,
  "multiplicity": 6,
  "species": ["Fe", "S", "S", "O", "O", "O", "O", "O", "O", "O", "O", "O", "O", "O", "O", "O", "O", "O", "O", "O", "O", "O", "O", "O", "H", "H", "H", "H", "H", "H", "H", "H", "H", "H", "H", "H", "H", "H", "H", "H", "H", "H", "H", "H", "H", "H", "H", "H", "H", "H"],
  "positions_angstrom": [[3.88, 1.57, -18.64], [2.36, 3.72, -16.62], [2.06, 2.96, -21.04], [0.80, 2.54, -20.50], [0.50, 6.20, -20.45], [2.65, 5.03, -17.18], [2.85, 3.50, -15.27], [5.17, 0.33, -19.76], [2.83, 6.02, -22.58], [3.30, 3.43, -24.85], [3.10, 2.81, -17.47], [3.07, 2.35, -20.08], [3.56, 5.90, -19.45], [2.03, 4.36, -20.83], [2.52, 0.15, -18.25], [-0.60, 3.53, -18.67], [-0.18, 0.35, -21.03], [0.99, 3.34, -16.87], [2.69, -0.68, -21.28], [0.35, 1.75, -24.01], [3.35, 0.72, -23.90], [-1.12, 3.76, -21.79], [5.42, 3.01, -18.75], [2.29, 2.49, -22.36], [-0.51, 1.82, -23.69], [2.68, 3.41, -25.60], [-0.10, 3.20, -19.42], [5.20, 0.24, -20.69], [3.00, 1.47, -23.31], [1.72, 0.42, -17.76], [5.80, 3.46, -17.97], [0.08, 3.38, -18.00], [2.80, -0.37, -22.14], [0.05, 1.22, -20.63], [-0.54, 4.28, -22.36], [2.11, -1.46, -21.39], [0.82, 2.34, -23.48], [-0.34, 5.72, -20.22], [0.12, 0.27, -21.92], [1.18, 5.50, -20.50], [-0.44, 3.30, -21.25], [2.52, 5.58, -21.79], [5.59, 3.56, -19.52], [3.01, 5.27, -19.98], [6.05, 0.22, -19.48], [3.74, 5.93, -22.59], [2.51, 0.38, -24.17], [2.16, -0.63, -18.62], [2.87, 3.00, -24.15], [3.28, 5.72, -18.56]],
  "nbo_charge": [1.77, 2.63, 2.77, -1.07, -0.99, -0.94, -1.00, -0.95, -0.95, -0.94, -0.94, -1.09, -1.01, -1.04, -0.96, -1.00, -1.01, -0.93, -0.97, -0.97, -0.98, -0.97, -0.99, -1.04, 0.48, 0.46, 0.46, 0.53, 0.49, 0.53, 0.52, 0.47, 0.49, 0.50, 0.46, 0.47, 0.48, 0.48, 0.46, 0.47, 0.48, 0.48, 0.53, 0.47, 0.49, 0.45, 0.47, 0.52, 0.47, 0.49]
}